{
  "formula": "C48H43BN10OPPbS",
  "method": "ωB97M-V with the def2-TZVPD basis set",
  "symbols": ["Pb", "C", "C", "N", "N", "C", "B", "N", "C", "C", "C", "N", "N", "C", "C", "C", "N", "N", "C", "C", "C", "N", "H", "H", "H", "H", "H", "H", "H", "H", "H", "H", "H", "H", "C", "C", "C", "C", "C", "C", "C", "C", "C", "S", "C", "N", "H", "H", "H", "H", "H", "H", "H", "H", "O", "N", "C", "C", "C", "C", "C", "C", "C", "P", "C", "C", "C", "C", "C", "C", "C", "C", "C", "C", "C", "C", "H", "H", "H", "H", "H", "H", "H", "H", "H", "H", "H", "H", "H", "H", "H", "H", "C", "C", "C", "C", "C", "C", "C", "H", "H", "H", "H", "H", "H", "H"],
  "coordinates": [[-0.778, -0.818, 0.054], [-2.098, -2.201, 4.845], [-1.216, -2.271, 3.755], [-1.749, -1.730, 2.669], [-2.989, -1.324, 3.022], [-3.214, -1.582, 4.331], [-3.887, -0.514, 2.030], [-4.015, -1.279, 0.670], [-5.166, -1.548, 0.021], [-4.892, -2.382, -1.039], [-3.513, -2.581, -0.969], [-2.991, -1.910, 0.050], [-3.239, 0.884, 1.825], [-3.615, 2.094, 2.286], [-2.571, 2.975, 2.113], [-1.559, 2.203, 1.541], [-1.954, 0.948, 1.379], [-5.302, -0.463, 2.616], [-5.999, -1.569, 2.986], [-7.267, -1.180, 3.326], [-7.262, 0.214, 3.115], [-6.088, 0.639, 2.683], [-1.948, -2.550, 5.852], [-0.214, -2.672, 3.713], [-4.138, -1.307, 4.810], [-6.102, -1.129, 0.350], [-5.589, -2.785, -1.753], [-2.873, -3.154, -1.622], [-4.603, 2.233, 2.688], [-2.551, 4.022, 2.359], [-0.563, 2.484, 1.244], [-5.542, -2.546, 2.972], [-8.075, -1.803, 3.670], [-8.061, 0.924, 3.260], [0.989, -3.667, -1.324], [0.179, -3.205, -2.506], [0.188, -3.950, -3.709], [-0.563, -3.518, -4.757], [-1.318, -2.326, -4.650], [-2.087, -1.830, -5.725], [-2.773, -0.661, -5.564], [-2.708, 0.048, -4.351], [-1.970, -0.392, -3.270], [-1.941, 0.614, -1.830], [-1.267, -1.630, -3.420], [-0.535, -2.113, -2.371], [1.727, -4.410, -1.621], [0.344, -4.112, -0.563], [1.510, -2.822, -0.872], [0.785, -4.850, -3.776], [-0.587, -4.072, -5.689], [-2.116, -2.380, -6.657], [-3.371, -0.266, -6.376], [-3.252, 0.978, -4.246], [1.071, -0.122, 3.348], [1.478, 0.724, 2.330], [2.620, 1.211, 2.586], [3.315, 2.197, 1.726], [4.375, 2.855, 2.356], [5.102, 3.844, 1.719], [4.776, 4.194, 0.416], [3.740, 3.535, -0.225], [3.001, 2.528, 0.400], [1.707, 1.643, -0.580], [2.655, 0.873, -1.954], [4.023, 0.969, -2.191], [4.612, 0.253, -3.227], [3.846, -0.568, -4.043], [2.480, -0.678, -3.814], [1.898, 0.029, -2.772], [0.909, 3.097, -1.406], [0.533, 4.181, -0.610], [-0.175, 5.248, -1.141], [-0.518, 5.255, -2.486], [-0.151, 4.185, -3.286], [0.549, 3.112, -2.749], [0.177, -0.393, 3.086], [3.115, 0.944, 3.519], [4.624, 2.577, 3.374], [5.913, 4.341, 2.236], [5.326, 4.971, -0.100], [3.497, 3.804, -1.245], [4.642, 1.603, -1.569], [5.679, 0.337, -3.394], [4.310, -1.118, -4.852], [1.867, -1.318, -4.438], [0.834, -0.078, -2.582], [0.808, 4.206, 0.439], [-0.457, 6.076, -0.501], [-1.073, 6.086, -2.904], [-0.415, 4.175, -4.337], [0.809, 2.286, -3.398], [2.294, -2.791, 2.518], [3.435, -1.977, 2.482], [3.952, -1.454, 1.272], [5.114, -0.712, 1.262], [5.789, -0.434, 2.450], [5.285, -0.914, 3.657], [4.135, -1.674, 3.677], [1.974, -3.231, 3.453], [1.721, -3.029, 1.631], [3.431, -1.658, 0.342], [5.506, -0.346, 0.324], [6.697, 0.156, 2.433], [5.805, -0.698, 4.582], [3.746, -2.057, 4.613]],
  "lowdin_charge": [1.06, -0.05, -0.17, -0.01, 0.00, -0.07, -0.64, 0.02, -0.06, -0.04, -0.16, -0.09, 0.03, -0.06, -0.04, -0.16, -0.09, -0.03, -0.12, -0.07, -0.16, 0.07, 0.09, 0.08, 0.12, 0.13, 0.10, 0.10, 0.10, 0.09, 0.07, 0.13, 0.09, 0.10, -0.04, -0.34, -0.02, 0.00, -0.16, -0.05, -0.08, -0.12, -0.60, 0.54, -0.26, 0.03, 0.08, 0.09, 0.04, 0.11, 0.12, 0.11, 0.10, 0.10, -0.07, -0.01, -0.12, -0.20, -0.05, -0.07, -0.07, -0.11, -0.31, 1.08, -0.36, -0.09, -0.08, -0.08, -0.07, -0.13, -0.38, -0.12, -0.08, -0.09, -0.08, -0.10, 0.03, 0.12, 0.11, 0.11, 0.11, 0.11, 0.09, 0.10, 0.10, 0.10, 0.05, 0.10, 0.10, 0.10, 0.10, 0.09, 0.08, -0.32, -0.04, -0.09, -0.09, -0.10, -0.05, 0.06, 0.04, 0.10, 0.10, 0.10, 0.10, 0.11],
  "spin_multiplicity": 2,
  "orbital_gap_ev": [7.2, 6.8],
  "largest_force_ev_per_a": 0.4,
  "e_tot_ha": -3435.05241,
  "e_above_lowest_kj_mol": 25.4
}